DFT (ωB97M-V/def2-TZVPD) results for a molecular structure, C2H4NOP in a non-equilibrium geometry.

Results
frontier orbital gap: 9.65 eV
multiplicity: 1
energy relative to the best compared isomer or geometry (same formula, charge and spin): 43.9 kcal per mole
molar mass: 89.03 g mol⁻¹
total energy: -549.8706 hartree

Geometry as XYZ:
```
9
Properties=species:S:1:pos:R:3:lowdin_charge:R:1
P -0.386 -0.755 -1.091 0.682
O -0.568 -1.119 0.351 -0.481
N 0.471 0.851 -1.126 -0.076
C 0.456 0.804 1.361 -0.026
C 0.570 1.043 0.099 -0.350
H 1.278 0.612 2.114 0.092
H 0.424 -1.715 -1.854 0.015
H -0.556 0.876 1.939 0.118
H -1.689 -0.599 -1.792 0.028
```